Computed, not measured: a structure of composition B3BeH12 in a non-equilibrium geometry, with the ωB97M-V functional and the def2-TZVPD basis.

LUMO, eV: 3.42
Relative energy (zero: lowest compared OMol25 entry of this formula, charge and spin), eV: 0.000
Total charge: -1
Multiplicity: 1
Calculated total energy, eV: -2617.2309

```
16
Properties=species:S:1:pos:R:3:nbo_charge:R:1
B 0.283 0.701 1.949 -0.965
B -0.440 -1.307 -0.325 -0.896
B 0.203 0.519 -1.596 -0.917
Be -0.237 0.471 0.201 1.679
H -0.085 1.410 -1.060 -0.042
H 0.190 -0.323 1.622 0.056
H 0.746 0.851 2.912 0.052
H 0.641 0.779 -2.547 0.030
H 0.913 -0.067 -1.033 0.030
H 0.942 1.101 1.194 -0.012
H -0.678 1.161 1.780 -0.012
H -1.209 -0.600 -0.596 -0.017
H -0.664 -0.084 -1.815 0.022
H 0.513 -0.801 -0.359 -0.014
H -0.679 -1.658 0.667 -0.034
H -0.438 -2.154 -0.994 0.041
```

---

Computed, not measured: the molecule C21H19ClN2O5S, with the ωB97M-V functional and the def2-TZVPD basis.

LUMO, eV: -0.02
Relative energy (zero: lowest compared OMol25 entry of this formula, charge and spin), eV: 0.000
SMILES string: COc1cc(Cl)cc([C@H]2NC(=S)NC(c3ccccc3)=C2C(C)=O)c1OCC(=O)O
Total charge: 0
Multiplicity: 1
Calculated total energy, eV: -58661.3711

```
49
Properties=species:S:1:pos:R:3:nbo_charge:R:1
Cl -5.784 1.336 0.597 0.010
S 1.121 -2.691 2.964 -0.252
O -1.222 3.134 1.063 -0.573
O 1.008 -4.454 -0.242 -0.679
O -0.555 -1.268 -0.053 -0.517
O -2.623 -1.854 -1.822 -0.517
O 1.914 -2.424 -0.410 -0.615
N 1.660 -0.536 1.581 -0.606
N -0.330 -0.518 2.740 -0.582
C -3.210 0.883 1.245 -0.221
C -3.657 -2.135 -2.739 -0.253
C 4.764 1.562 -0.438 -0.208
C -4.091 -0.350 -0.624 -0.337
C -1.801 -0.696 0.077 0.222
C 0.977 3.620 0.321 -0.709
C 3.166 1.464 -2.224 -0.196
C 2.164 1.169 -1.318 -0.209
C 0.248 1.337 1.242 -0.174
C 0.779 -1.182 2.389 0.309
C 3.768 1.252 0.472 -0.212
C 1.400 0.672 0.980 0.251
C -4.252 0.571 0.398 -0.018
C -1.983 0.251 1.089 -0.038
C -0.096 2.708 0.869 0.551
C -0.496 -2.671 -0.208 -0.187
C -2.866 -0.977 -0.805 0.334
C 4.464 1.669 -1.785 -0.201
C -0.848 0.634 2.026 -0.068
C 0.947 -3.124 -0.286 0.803
C 2.459 1.075 0.038 -0.009
H -0.984 -1.023 3.320 0.421
H -1.256 1.337 2.763 0.226
H 5.777 1.711 -0.095 0.218
H -4.921 -0.555 -1.279 0.235
H 5.243 1.903 -2.495 0.217
H 1.115 3.434 -0.741 0.238
H -4.513 -2.605 -2.247 0.181
H -3.336 1.629 2.011 0.238
H 2.935 1.531 -3.277 0.217
H 2.427 -1.088 1.217 0.454
H 0.645 4.648 0.450 0.238
H -3.225 -2.832 -3.456 0.204
H -0.968 -3.184 0.641 0.219
H -0.991 -3.001 -1.128 0.234
H 1.927 3.471 0.824 0.225
H 1.152 0.990 -1.649 0.228
H 1.932 -4.755 -0.256 0.504
H -3.982 -1.232 -3.263 0.183
H 4.000 1.164 1.523 0.221
```

---

Computed, not measured: a structure of composition C24H18N4O5Ru, with the ωB97M-V functional and the def2-TZVPD basis.

LUMO (alpha / beta), eV: -3.62 / -4.51
Relative energy (zero: lowest compared OMol25 entry of this formula, charge and spin), eV: 0.006
Expectation value of S²: 8.758
Total charge: +1
Multiplicity: 6
Calculated total energy, eV: -43955.7427

```
52
Properties=species:S:1:pos:R:3:nbo_charge:R:1
Ru -0.003 -0.229 -0.238 1.740
O 0.313 1.470 1.010 -0.759
O -1.044 -0.920 -1.897 -0.770
O -2.477 -0.540 -3.584 -0.547
O -0.272 3.562 1.591 -0.561
O -3.740 4.354 -2.308 -0.623
N 1.461 -1.221 1.212 -0.485
N -1.298 1.420 -0.957 -0.539
N -1.181 -1.263 1.529 -0.504
N 2.114 -0.329 -1.227 -0.512
C -2.901 2.184 -2.506 -0.218
C 3.622 -0.136 -3.053 -0.227
C -1.018 -1.922 3.816 -0.217
C -3.152 -1.712 2.780 -0.228
C -1.302 2.574 -0.307 0.135
C 1.033 -1.514 2.440 0.204
C -2.065 1.209 -2.023 0.098
C -2.400 -1.992 3.900 -0.116
C 3.717 -1.435 1.900 -0.206
C 4.632 -0.695 -2.300 -0.115
C -2.921 3.413 -1.829 0.368
C 1.935 -1.780 3.462 -0.201
C 2.359 0.041 -2.493 0.285
C -0.442 -1.559 2.614 0.189
C 4.375 -1.051 -0.985 -0.221
C -1.891 -0.188 -2.595 0.744
C -2.517 -1.346 1.596 0.279
C 3.288 -1.731 3.182 -0.119
C 1.256 0.645 -3.303 -0.664
C -0.351 2.591 0.883 0.746
C 2.764 -1.185 0.926 0.206
C -3.326 -1.041 0.374 -0.668
C -2.109 3.615 -0.707 -0.287
C 3.107 -0.845 -0.478 0.187
H -3.522 2.012 -3.374 0.263
H 5.150 -1.494 -0.379 0.233
H 3.792 0.169 -4.075 0.239
H -4.230 -1.774 2.802 0.238
H 0.590 -0.135 -3.674 0.263
H -0.412 -2.154 4.677 0.230
H -3.289 0.027 0.149 0.233
H -2.879 -2.271 4.829 0.240
H 4.010 -1.920 3.965 0.242
H 5.614 -0.850 -2.725 0.240
H 4.771 -1.379 1.678 0.236
H -4.367 -1.312 0.533 0.240
H -3.687 5.163 -1.786 0.498
H -2.096 4.547 -0.157 0.257
H 1.599 -2.009 4.460 0.235
H 0.672 1.344 -2.704 0.224
H 1.665 1.183 -4.155 0.241
H -2.947 -1.587 -0.488 0.257
```

---

Computed, not measured: a structure of composition C19H57BaN2O29P6 in a non-equilibrium geometry, with the ωB97M-V functional and the def2-TZVPD basis.

LUMO, eV: -2.68
Relative energy (zero: lowest compared OMol25 entry of this formula, charge and spin), eV: 0.000
Total charge: +1
Multiplicity: 1
Calculated total energy, eV: -139419.0679

```
114
Properties=species:S:1:pos:R:3:mulliken_charge:R:1
Ba -0.865 3.474 0.839 2.222
P 0.484 -6.384 -1.554 0.681
P 3.323 -2.640 1.387 0.369
P -2.187 4.544 -2.870 -0.012
P -4.502 1.536 0.432 0.258
P -1.368 1.614 4.460 0.800
P 3.241 2.643 0.224 -0.292
O -0.472 -0.560 -0.822 -0.508
O -5.047 1.303 -1.054 -0.328
O 0.810 -7.128 -2.773 -0.753
O 4.104 -2.196 0.099 -0.289
O 4.254 2.220 1.376 -0.430
O -5.781 2.002 1.260 -0.364
O -1.398 0.037 4.257 -0.294
O -3.515 4.028 -3.573 -0.177
O -2.299 1.979 5.697 -0.430
O -0.533 0.686 0.939 -0.151
O 1.503 -6.599 -0.341 -0.028
O 3.271 1.447 -0.844 0.934
O 1.475 -1.027 -5.327 -0.585
O -0.087 1.565 -0.980 -0.780
O -1.939 3.871 -1.580 0.418
O -4.215 0.074 0.953 -0.287
O -3.369 2.483 0.469 0.133
O -0.969 -6.755 -0.975 -0.337
O 3.095 -4.209 1.140 -0.289
O 0.381 -4.807 -1.732 -0.217
O 3.305 -1.060 -4.185 -0.591
O 1.847 -2.069 1.197 0.731
O 4.049 3.824 -0.425 -0.385
O -1.671 2.458 3.295 -0.480
O -2.289 6.128 -2.847 -0.359
O -1.089 4.168 -3.993 -0.402
O 4.038 -2.339 2.630 -0.758
O 0.079 1.846 5.067 -0.409
O 1.871 2.944 0.691 -0.019
N -0.363 0.544 -0.303 0.683
N 2.169 -0.676 -4.408 1.015
C -5.706 1.977 2.697 -0.474
C 3.561 4.504 -1.581 -0.282
C 3.694 -2.396 -1.244 -0.122
C 1.221 1.589 4.241 -0.544
C -1.341 -8.122 -0.911 -0.764
C -1.148 6.906 -2.499 -0.509
C 0.158 -3.950 -0.580 -0.084
C 4.047 0.981 2.090 -0.502
C -3.735 -0.948 0.051 -0.580
C -2.204 1.352 6.973 -0.722
C 0.248 3.888 -3.635 -0.677
C 4.251 -5.011 0.915 -0.868
C 4.541 1.106 -1.410 -0.735
C 0.994 -2.191 2.328 -0.585
C 2.079 -7.883 -0.132 -0.823
C -5.914 2.240 -1.680 -0.629
C -2.412 -0.570 3.433 -0.255
C 1.598 0.252 -3.387 -0.075
C -4.143 4.696 -4.673 -0.781
H 5.246 0.671 -0.698 0.299
H -3.291 -0.514 -0.842 0.310
H 1.779 -8.606 -0.893 0.372
H -2.560 0.036 2.541 -0.166
H -2.344 -8.214 -1.328 0.284
H -0.215 6.400 -2.744 0.205
H 2.842 -1.762 -1.495 -0.263
H 4.973 1.958 -1.930 0.301
H 0.969 1.090 3.303 0.056
H -6.904 1.816 -1.829 0.302
H 4.521 -2.150 -1.903 0.380
H -2.970 -1.493 0.600 0.079
H 2.212 1.149 -3.380 0.153
H 2.581 4.156 -1.913 -0.151
H -4.285 5.773 -4.589 0.329
H 0.324 -4.469 0.362 0.349
H -2.111 -1.586 3.203 0.273
H -4.675 2.011 3.058 0.109
H 3.856 1.237 3.133 0.332
H 4.309 -5.222 -0.154 0.273
H 3.183 0.419 1.731 0.031
H 4.259 4.399 -2.408 0.313
H 0.827 -3.107 -0.690 -0.196
H 4.190 -5.917 1.511 0.291
H 1.699 -8.304 0.804 0.308
H -1.354 -8.514 0.107 0.285
H -4.501 -1.653 -0.266 0.380
H -3.511 4.540 -5.552 0.317
H 3.382 -3.429 -1.422 0.245
H -5.098 4.203 -4.831 0.231
H -3.356 -0.606 3.983 0.396
H 0.557 0.435 -3.626 0.310
H -0.873 -3.599 -0.615 0.174
H 3.160 -7.804 -0.075 0.279
H -0.720 -8.799 -1.501 0.334
H 1.776 2.513 4.080 0.353
H -5.483 2.509 -2.645 0.136
H -6.296 2.826 3.033 0.282
H 1.509 -2.498 3.239 0.449
H -1.178 1.044 7.201 0.324
H 0.092 -2.787 2.198 0.188
H 4.987 0.445 1.989 0.313
H 0.521 2.923 -4.060 0.336
H 1.885 0.911 4.783 0.336
H -6.152 1.057 3.080 0.249
H 0.417 3.736 -2.563 0.086
H 4.366 0.280 -2.100 0.065
H 0.958 4.652 -3.956 0.474
H -2.338 2.115 7.741 0.271
H 5.195 -4.534 1.190 0.384
H 1.685 -0.227 -2.418 -0.310
H -1.162 7.155 -1.434 0.215
H 0.600 -1.204 2.587 -0.163
H -1.192 7.874 -2.994 0.281
H -5.971 3.197 -1.157 0.330
H 3.451 5.554 -1.316 0.329
H -2.900 0.526 7.052 0.267
```

---

Computed, not measured: a cluster of 2 separate species, C3H3O3S in total in a non-equilibrium geometry, with the ωB97M-V functional and the def2-TZVPD basis.

LUMO (alpha / beta), eV: 2.21 / 2.21
Relative energy (zero: lowest compared OMol25 entry of this formula, charge and spin), eV: 3.765
Total charge: -1
Multiplicity: 1
Calculated total energy, eV: -20134.7080

```
10
Properties=species:S:1:pos:R:3:nbo_charge:R:1
S -2.335 -2.142 -0.177 -0.885
O 0.070 0.643 1.566 -0.400
O 2.224 0.598 -0.588 -0.629
O 2.099 -1.560 -0.081 -0.632
C -0.336 1.333 0.364 -0.196
C 1.730 -0.421 -0.181 0.737
C 0.298 0.070 0.375 0.480
H 0.029 2.317 0.139 0.210
H -2.283 -2.012 -1.566 0.097
H -1.495 1.174 0.149 0.219
```

---

Computed, not measured: the molecule C3H5NO2, with the ωB97M-V functional and the def2-TZVPD basis.

LUMO, eV: 0.68
Relative energy (zero: lowest compared OMol25 entry of this formula, charge and spin), eV: 0.006
SMILES string: CC(=O)NC=O
Total charge: 0
Multiplicity: 1
Calculated total energy, eV: -8777.6890

```
11
Properties=species:S:1:pos:R:3:nbo_charge:R:1
O -1.572 -2.370 -1.105 -0.556
O 0.130 -0.108 1.735 -0.572
N -0.348 -0.569 -0.443 -0.668
C 0.200 0.216 0.569 0.693
C 0.887 1.472 0.087 -0.719
C -1.081 -1.724 -0.211 0.541
H -0.255 -0.294 -1.413 0.411
H 0.344 1.944 -0.738 0.225
H 1.897 1.230 -0.261 0.243
H -1.165 -1.965 0.857 0.151
H 0.964 2.168 0.923 0.250
```